1.
{"formula": "C18H38NO33PS8", "method": "ωB97M-V/def2-TZVPD", "species": ["N", "C", "C", "C", "O", "S", "O", "O", "O", "C", "P", "O", "H", "H", "H", "H", "H", "H", "H", "H", "H", "H", "C", "C", "O", "S", "O", "O", "O", "H", "H", "H", "H", "C", "C", "O", "S", "O", "O", "O", "H", "H", "H", "H", "C", "C", "O", "S", "O", "O", "O", "H", "H", "H", "H", "C", "C", "O", "S", "O", "O", "O", "H", "H", "H", "H", "C", "C", "O", "S", "O", "O", "O", "H", "H", "H", "H", "C", "C", "O", "S", "O", "O", "O", "H", "H", "H", "H", "C", "C", "O", "S", "O", "O", "O", "H", "H", "H", "H"], "xyz": [[5.92879, -0.29313, 2.80774], [6.02871, -1.03918, 1.54520], [5.03624, -0.58598, 0.45968], [3.58105, -0.51149, 0.90311], [3.11203, 0.81045, 1.31257], [1.56140, 0.55580, 1.54696], [0.94859, 1.49346, 2.42715], [0.82786, 0.52293, 0.31620], [1.69190, -0.89814, 2.18223], [3.02550, -1.47690, 1.93449], [2.66637, -3.14242, 1.18652], [2.65213, -4.20635, 2.21079], [5.90376, -0.92620, 3.59421], [5.13801, 0.33476, 2.83739], [7.04083, -0.84851, 1.15348], [5.95488, -2.12786, 1.66462], [5.08079, -1.31583, -0.35366], [5.32288, 0.37327, 0.01927], [3.01504, -0.68578, -0.02753], [3.50796, -1.54269, 2.90829], [3.64424, -3.30601, 0.17949], [1.37606, -2.99622, 0.63571], [-1.84254, -1.41817, 1.20652], [-2.99882, -0.86786, 0.40771], [-2.99595, -1.65887, -0.79210], [-2.49827, -3.14040, -0.46030], [-3.63596, -3.97363, -0.30184], [-1.43952, -3.47159, -1.35035], [-1.87870, -2.83893, 0.97709], [-0.89238, -1.03457, 0.83905], [-1.93403, -1.20656, 2.26877], [-2.88099, 0.18590, 0.17095], [-3.95193, -1.02121, 0.91801], [-1.02354, 2.46768, 6.45468], [0.09586, 1.81513, 5.67360], [0.99054, 1.31337, 6.67745], [0.15018, 0.87081, 7.96834], [-0.06930, -0.53105, 7.91657], [0.72008, 1.49531, 9.10661], [-1.21938, 1.60555, 7.58930], [-0.73452, 3.45209, 6.81785], [-1.93573, 2.55001, 5.88145], [0.61068, 2.51006, 5.01721], [-0.26668, 0.96741, 5.08812], [-2.46015, -2.26788, -4.75543], [-1.81348, -1.52154, -3.61556], [-0.83455, -0.68134, -4.24348], [-1.36099, -0.23347, -5.69075], [-1.93466, 1.05783, -5.57854], [-0.35200, -0.53519, -6.64170], [-2.54984, -1.31044, -5.81816], [-1.83528, -3.09799, -5.09312], [-3.44672, -2.64505, -4.49491], [-1.34910, -2.18479, -2.89493], [-2.53326, -0.87999, -3.10535], [7.21583, 0.13698, -3.28436], [8.42494, -0.50771, -3.92941], [9.24786, -0.90763, -2.82427], [8.32447, -1.31332, -1.58463], [8.17255, -2.72345, -1.58137], [8.75388, -0.59212, -0.44240], [6.95668, -0.66755, -2.12345], [7.43160, 1.15534, -2.95570], [6.34859, 0.14397, -3.93927], [8.96781, 0.17352, -4.57811], [8.14853, -1.40222, -4.49098], [-6.08550, 4.80067, 5.29593], [-5.34023, 5.80746, 4.44608], [-4.34519, 6.34699, 5.32552], [-3.87159, 5.21976, 6.35850], [-2.67140, 4.62527, 5.87862], [-3.96943, 5.74076, 7.67012], [-5.06999, 4.18906, 6.10303], [-6.80246, 5.28836, 5.95874], [-6.59689, 4.04933, 4.70043], [-5.98284, 6.59839, 4.07027], [-4.83085, 5.32457, 3.60925], [0.95861, 4.44631, -2.55151], [0.13726, 5.36894, -3.42809], [-0.09304, 4.61686, -4.62213], [-0.21098, 3.05379, -4.26133], [-1.57468, 2.70114, -4.15138], [0.69186, 2.34031, -5.08989], [0.41039, 3.14618, -2.77690], [2.00691, 4.43626, -2.85907], [0.89324, 4.70384, -1.49726], [0.65404, 6.29647, -3.65934], [-0.83024, 5.59499, -2.97367], [-5.94648, -5.40083, -3.20220], [-6.06361, -6.57710, -4.14914], [-6.88454, -6.09452, -5.22214], [-6.61208, -4.53162, -5.44523], [-5.67911, -4.37918, -6.50233], [-7.85482, -3.85179, -5.42355], [-5.84328, -4.25732, -4.06148], [-6.84301, -5.28981, -2.58943], [-5.07419, -5.46715, -2.55653], [-6.52119, -7.44579, -3.68446], [-5.09155, -6.85506, -4.56213]], "forces_ev_per_a": [[-0.14, -0.36, -0.23], [0.63, 0.64, -0.43], [0.28, -0.09, 0.89], [0.26, -0.30, -1.56], [-0.24, -0.31, 0.54], [-2.15, 1.57, -0.52], [1.28, -0.39, 1.17], [1.01, -1.14, -0.44], [0.13, 0.35, 0.16], [-0.96, 0.32, -0.67], [-0.14, -0.91, 1.48], [0.27, -0.04, -0.13], [-0.06, 0.21, 0.14], [-0.01, -0.04, 0.13], [-0.37, -0.32, -0.02], [-0.17, 0.13, 0.27], [-0.01, 0.14, 0.02], [-0.09, -0.03, 0.15], [-0.05, -0.12, 0.16], [0.25, -0.10, -0.23], [-0.26, 0.29, -0.20], [0.38, 0.48, -0.54], [0.39, 0.37, 0.03], [-0.36, -0.02, 0.36], [0.31, -0.07, -0.03], [-0.06, 0.36, 0.54], [0.18, -0.27, -0.19], [-0.23, -0.35, 0.06], [-0.36, 0.00, -0.08], [0.00, 0.04, -0.04], [-0.03, -0.27, 0.04], [0.08, -0.08, -0.28], [0.01, -0.01, -0.01], [0.46, 0.13, 0.04], [-0.30, -0.28, -0.25], [-0.08, 0.26, 0.23], [-0.11, 0.15, -0.24], [-0.01, 0.00, 0.19], [0.10, -0.17, 0.03], [0.16, -0.28, -0.18], [-0.03, 0.01, -0.02], [-0.12, -0.19, 0.15], [0.20, -0.05, 0.12], [0.00, 0.04, -0.05], [0.21, -0.45, -0.07], [-0.32, 0.32, 0.14], [0.12, -0.26, -0.31], [-0.20, -0.18, 0.12], [-0.33, -1.34, -1.41], [0.04, 0.12, 0.00], [0.08, 0.24, 0.26], [-0.01, -0.01, 0.02], [-0.11, 0.16, -0.20], [0.26, 0.24, -0.27], [-0.03, -0.01, -0.03], [0.14, 0.42, -0.06], [-0.24, -0.31, -0.28], [-0.13, 0.38, 0.22], [0.09, 0.00, -0.52], [-0.13, 0.03, 0.36], [0.12, -0.15, 0.04], [0.13, -0.20, -0.16], [0.02, -0.01, -0.02], [-0.10, -0.17, 0.15], [0.19, 0.00, 0.18], [-0.03, 0.03, -0.02], [-0.36, 0.27, 0.14], [0.11, -0.29, -0.38], [-0.19, -0.06, 0.27], [-0.25, 0.09, -0.16], [-0.25, 0.28, 0.10], [0.21, 0.03, -0.01], [0.25, 0.04, -0.26], [0.00, 0.01, -0.02], [0.16, -0.16, 0.09], [0.12, 0.16, 0.16], [-0.05, -0.01, -0.01], [0.39, 0.11, -0.11], [-0.35, 0.09, 0.28], [0.37, -0.16, 0.03], [-0.05, 0.25, 0.22], [0.39, 1.17, 1.13], [-0.07, 0.01, -0.04], [-0.23, 0.15, -0.07], [0.00, 0.05, 0.01], [-0.11, -0.19, 0.03], [0.02, -0.08, -0.23], [0.04, 0.02, 0.05], [-0.31, -0.14, 0.29], [0.46, -0.07, -0.06], [-0.18, 0.21, 0.31], [0.12, -0.22, 0.20], [-0.08, 0.24, -0.02], [0.01, 0.00, -0.21], [0.16, -0.17, -0.23], [0.01, -0.03, 0.00], [0.08, 0.20, -0.10], [-0.21, 0.04, -0.14], [0.01, -0.01, 0.05]], "lowdin_charge": [0.020, -0.250, -0.122, -0.359, -0.136, 0.586, -0.222, -0.240, -0.223, -0.321, 0.781, -0.413, 0.072, 0.057, 0.086, 0.119, 0.107, 0.132, 0.141, 0.139, 0.036, 0.043, -0.148, -0.136, -0.199, 0.602, -0.213, -0.233, -0.179, 0.098, 0.144, 0.143, 0.136, -0.174, -0.165, -0.188, 0.600, -0.224, -0.218, -0.182, 0.127, 0.111, 0.129, 0.127, -0.151, -0.173, -0.182, 0.615, -0.244, -0.216, -0.177, 0.138, 0.128, 0.091, 0.127, -0.153, -0.156, -0.181, 0.593, -0.211, -0.217, -0.212, 0.135, 0.139, 0.138, 0.136, -0.158, -0.162, -0.182, 0.618, -0.236, -0.198, -0.183, 0.136, 0.136, 0.137, 0.134, -0.172, -0.170, -0.182, 0.618, -0.229, -0.207, -0.189, 0.132, 0.134, 0.134, 0.133, -0.159, -0.161, -0.187, 0.600, -0.216, -0.212, -0.202, 0.135, 0.129, 0.135, 0.134], "lumo_energy_ha": -0.0104, "homo_ev": -9.83, "charge": 0, "orbital_gap_ev": 9.550}

=====

2.
{"formula": "C12H8KN2O4S", "method": "ωB97M-V/def2-TZVPD", "species": ["K", "O", "C", "O", "C", "C", "C", "C", "C", "N", "C", "O", "O", "H", "H", "H", "S", "C", "N", "C", "C", "C", "C", "H", "H", "H", "H", "H"], "xyz": [[-0.63697, 0.08827, 2.46787], [-3.56231, 3.20038, 0.05023], [-2.72184, 2.34868, 0.38793], [-2.83191, 1.38032, 1.15542], [-1.33339, 2.52891, -0.22630], [-1.12261, 3.59772, -1.06796], [0.14098, 3.74844, -1.57728], [1.15024, 2.87166, -1.15414], [0.82038, 1.81884, -0.30708], [-0.41167, 1.65117, 0.10152], [1.87896, 0.83720, 0.24387], [2.95117, 0.76524, -0.39640], [1.48316, 0.15214, 1.20327], [-1.99171, 4.24353, -1.21309], [0.36468, 4.68159, -2.15645], [2.19312, 3.05578, -1.49705], [1.46949, -5.60815, 1.65274], [0.75322, -4.27523, 0.81370], [1.55442, -3.35610, 0.14141], [1.15203, -2.19314, -0.37693], [-0.16172, -1.86410, -0.26451], [-1.06681, -2.77654, 0.28780], [-0.62757, -3.89607, 0.90757], [2.53248, -3.57942, 0.17058], [1.89852, -1.55235, -0.78912], [-0.52853, -0.87162, -0.57643], [-2.09337, -2.43474, 0.53653], [-1.25243, -4.56241, 1.48229]], "forces_ev_per_a": [[-0.45, 0.35, -0.52], [-0.20, -0.11, 0.15], [-0.02, 0.61, -0.52], [-0.24, -1.02, 1.07], [-1.02, -0.09, -0.04], [-0.50, 0.12, 0.00], [0.90, 1.25, -0.01], [0.77, 0.73, -0.94], [1.37, 0.52, -0.50], [-0.35, -0.51, 0.93], [0.21, 0.42, -1.67], [-0.41, -0.08, 0.54], [0.41, -0.51, 1.01], [0.49, -0.08, -0.20], [0.02, -1.16, 0.28], [-0.89, -0.48, 0.45], [-0.52, 1.03, -0.94], [0.42, 0.13, 0.88], [-0.37, -1.57, 0.66], [-0.75, 0.11, 0.28], [-0.81, 1.14, -1.18], [-0.83, 1.20, 1.52], [1.19, -1.42, -0.28], [0.35, -0.07, -0.08], [0.42, 0.37, -0.13], [0.39, -0.64, 0.05], [0.55, -0.31, -0.75], [-0.15, 0.05, -0.08]], "lowdin_charge": [0.875, -0.043, -0.698, -0.115, -0.207, -0.029, -0.075, -0.017, -0.207, 0.110, -0.681, -0.037, -0.190, 0.114, 0.110, 0.118, 0.433, -0.766, 0.064, -0.064, -0.087, -0.081, -0.117, 0.131, 0.119, 0.115, 0.130, 0.095], "lumo_energy_ha": 0.0683, "homo_ev": -5.40, "charge": -1, "orbital_gap_ev": 7.257}

=====

Repeat the second record exactly.
{"formula": "C12H8KN2O4S", "method": "ωB97M-V/def2-TZVPD", "species": ["K", "O", "C", "O", "C", "C", "C", "C", "C", "N", "C", "O", "O", "H", "H", "H", "S", "C", "N", "C", "C", "C", "C", "H", "H", "H", "H", "H"], "xyz": [[-0.63697, 0.08827, 2.46787], [-3.56231, 3.20038, 0.05023], [-2.72184, 2.34868, 0.38793], [-2.83191, 1.38032, 1.15542], [-1.33339, 2.52891, -0.22630], [-1.12261, 3.59772, -1.06796], [0.14098, 3.74844, -1.57728], [1.15024, 2.87166, -1.15414], [0.82038, 1.81884, -0.30708], [-0.41167, 1.65117, 0.10152], [1.87896, 0.83720, 0.24387], [2.95117, 0.76524, -0.39640], [1.48316, 0.15214, 1.20327], [-1.99171, 4.24353, -1.21309], [0.36468, 4.68159, -2.15645], [2.19312, 3.05578, -1.49705], [1.46949, -5.60815, 1.65274], [0.75322, -4.27523, 0.81370], [1.55442, -3.35610, 0.14141], [1.15203, -2.19314, -0.37693], [-0.16172, -1.86410, -0.26451], [-1.06681, -2.77654, 0.28780], [-0.62757, -3.89607, 0.90757], [2.53248, -3.57942, 0.17058], [1.89852, -1.55235, -0.78912], [-0.52853, -0.87162, -0.57643], [-2.09337, -2.43474, 0.53653], [-1.25243, -4.56241, 1.48229]], "forces_ev_per_a": [[-0.45, 0.35, -0.52], [-0.20, -0.11, 0.15], [-0.02, 0.61, -0.52], [-0.24, -1.02, 1.07], [-1.02, -0.09, -0.04], [-0.50, 0.12, 0.00], [0.90, 1.25, -0.01], [0.77, 0.73, -0.94], [1.37, 0.52, -0.50], [-0.35, -0.51, 0.93], [0.21, 0.42, -1.67], [-0.41, -0.08, 0.54], [0.41, -0.51, 1.01], [0.49, -0.08, -0.20], [0.02, -1.16, 0.28], [-0.89, -0.48, 0.45], [-0.52, 1.03, -0.94], [0.42, 0.13, 0.88], [-0.37, -1.57, 0.66], [-0.75, 0.11, 0.28], [-0.81, 1.14, -1.18], [-0.83, 1.20, 1.52], [1.19, -1.42, -0.28], [0.35, -0.07, -0.08], [0.42, 0.37, -0.13], [0.39, -0.64, 0.05], [0.55, -0.31, -0.75], [-0.15, 0.05, -0.08]], "lowdin_charge": [0.875, -0.043, -0.698, -0.115, -0.207, -0.029, -0.075, -0.017, -0.207, 0.110, -0.681, -0.037, -0.190, 0.114, 0.110, 0.118, 0.433, -0.766, 0.064, -0.064, -0.087, -0.081, -0.117, 0.131, 0.119, 0.115, 0.130, 0.095], "lumo_energy_ha": 0.0683, "homo_ev": -5.40, "charge": -1, "orbital_gap_ev": 7.257}

=====

Repeat the second record exactly.
{"formula": "C12H8KN2O4S", "method": "ωB97M-V/def2-TZVPD", "species": ["K", "O", "C", "O", "C", "C", "C", "C", "C", "N", "C", "O", "O", "H", "H", "H", "S", "C", "N", "C", "C", "C", "C", "H", "H", "H", "H", "H"], "xyz": [[-0.63697, 0.08827, 2.46787], [-3.56231, 3.20038, 0.05023], [-2.72184, 2.34868, 0.38793], [-2.83191, 1.38032, 1.15542], [-1.33339, 2.52891, -0.22630], [-1.12261, 3.59772, -1.06796], [0.14098, 3.74844, -1.57728], [1.15024, 2.87166, -1.15414], [0.82038, 1.81884, -0.30708], [-0.41167, 1.65117, 0.10152], [1.87896, 0.83720, 0.24387], [2.95117, 0.76524, -0.39640], [1.48316, 0.15214, 1.20327], [-1.99171, 4.24353, -1.21309], [0.36468, 4.68159, -2.15645], [2.19312, 3.05578, -1.49705], [1.46949, -5.60815, 1.65274], [0.75322, -4.27523, 0.81370], [1.55442, -3.35610, 0.14141], [1.15203, -2.19314, -0.37693], [-0.16172, -1.86410, -0.26451], [-1.06681, -2.77654, 0.28780], [-0.62757, -3.89607, 0.90757], [2.53248, -3.57942, 0.17058], [1.89852, -1.55235, -0.78912], [-0.52853, -0.87162, -0.57643], [-2.09337, -2.43474, 0.53653], [-1.25243, -4.56241, 1.48229]], "forces_ev_per_a": [[-0.45, 0.35, -0.52], [-0.20, -0.11, 0.15], [-0.02, 0.61, -0.52], [-0.24, -1.02, 1.07], [-1.02, -0.09, -0.04], [-0.50, 0.12, 0.00], [0.90, 1.25, -0.01], [0.77, 0.73, -0.94], [1.37, 0.52, -0.50], [-0.35, -0.51, 0.93], [0.21, 0.42, -1.67], [-0.41, -0.08, 0.54], [0.41, -0.51, 1.01], [0.49, -0.08, -0.20], [0.02, -1.16, 0.28], [-0.89, -0.48, 0.45], [-0.52, 1.03, -0.94], [0.42, 0.13, 0.88], [-0.37, -1.57, 0.66], [-0.75, 0.11, 0.28], [-0.81, 1.14, -1.18], [-0.83, 1.20, 1.52], [1.19, -1.42, -0.28], [0.35, -0.07, -0.08], [0.42, 0.37, -0.13], [0.39, -0.64, 0.05], [0.55, -0.31, -0.75], [-0.15, 0.05, -0.08]], "lowdin_charge": [0.875, -0.043, -0.698, -0.115, -0.207, -0.029, -0.075, -0.017, -0.207, 0.110, -0.681, -0.037, -0.190, 0.114, 0.110, 0.118, 0.433, -0.766, 0.064, -0.064, -0.087, -0.081, -0.117, 0.131, 0.119, 0.115, 0.130, 0.095], "lumo_energy_ha": 0.0683, "homo_ev": -5.40, "charge": -1, "orbital_gap_ev": 7.257}

=====

What did the second record say?
{"formula": "C12H8KN2O4S", "method": "ωB97M-V/def2-TZVPD", "species": ["K", "O", "C", "O", "C", "C", "C", "C", "C", "N", "C", "O", "O", "H", "H", "H", "S", "C", "N", "C", "C", "C", "C", "H", "H", "H", "H", "H"], "xyz": [[-0.63697, 0.08827, 2.46787], [-3.56231, 3.20038, 0.05023], [-2.72184, 2.34868, 0.38793], [-2.83191, 1.38032, 1.15542], [-1.33339, 2.52891, -0.22630], [-1.12261, 3.59772, -1.06796], [0.14098, 3.74844, -1.57728], [1.15024, 2.87166, -1.15414], [0.82038, 1.81884, -0.30708], [-0.41167, 1.65117, 0.10152], [1.87896, 0.83720, 0.24387], [2.95117, 0.76524, -0.39640], [1.48316, 0.15214, 1.20327], [-1.99171, 4.24353, -1.21309], [0.36468, 4.68159, -2.15645], [2.19312, 3.05578, -1.49705], [1.46949, -5.60815, 1.65274], [0.75322, -4.27523, 0.81370], [1.55442, -3.35610, 0.14141], [1.15203, -2.19314, -0.37693], [-0.16172, -1.86410, -0.26451], [-1.06681, -2.77654, 0.28780], [-0.62757, -3.89607, 0.90757], [2.53248, -3.57942, 0.17058], [1.89852, -1.55235, -0.78912], [-0.52853, -0.87162, -0.57643], [-2.09337, -2.43474, 0.53653], [-1.25243, -4.56241, 1.48229]], "forces_ev_per_a": [[-0.45, 0.35, -0.52], [-0.20, -0.11, 0.15], [-0.02, 0.61, -0.52], [-0.24, -1.02, 1.07], [-1.02, -0.09, -0.04], [-0.50, 0.12, 0.00], [0.90, 1.25, -0.01], [0.77, 0.73, -0.94], [1.37, 0.52, -0.50], [-0.35, -0.51, 0.93], [0.21, 0.42, -1.67], [-0.41, -0.08, 0.54], [0.41, -0.51, 1.01], [0.49, -0.08, -0.20], [0.02, -1.16, 0.28], [-0.89, -0.48, 0.45], [-0.52, 1.03, -0.94], [0.42, 0.13, 0.88], [-0.37, -1.57, 0.66], [-0.75, 0.11, 0.28], [-0.81, 1.14, -1.18], [-0.83, 1.20, 1.52], [1.19, -1.42, -0.28], [0.35, -0.07, -0.08], [0.42, 0.37, -0.13], [0.39, -0.64, 0.05], [0.55, -0.31, -0.75], [-0.15, 0.05, -0.08]], "lowdin_charge": [0.875, -0.043, -0.698, -0.115, -0.207, -0.029, -0.075, -0.017, -0.207, 0.110, -0.681, -0.037, -0.190, 0.114, 0.110, 0.118, 0.433, -0.766, 0.064, -0.064, -0.087, -0.081, -0.117, 0.131, 0.119, 0.115, 0.130, 0.095], "lumo_energy_ha": 0.0683, "homo_ev": -5.40, "charge": -1, "orbital_gap_ev": 7.257}